No. 1
Molecular formula: C50H42Cl5N4O2P2SnTe
Method: DFT, ωB97M-V/def2-TZVPD

Summary:
HOMO (alpha / beta) = -0.1832 / -0.1550 hartree
orbital gap (alpha / beta) = 6.931 / 4.433 eV
ΔE to the lowest compared entry with this formula, charge and spin = 160.4 kcal per mole
net charge = -1

Geometry (Å):
Sn: -0.709 0.197 -1.700
C: 3.163 -2.082 1.567
C: 3.415 -0.632 1.985
P: 1.925 0.404 1.537
C: 1.303 0.521 3.307
C: 0.202 -0.250 3.656
C: -0.364 -0.168 4.915
C: 0.176 0.688 5.856
C: 1.298 1.437 5.536
C: 1.857 1.356 4.274
C: 2.449 2.160 1.469
C: 3.744 2.644 1.330
C: 3.969 3.996 1.130
C: 2.907 4.885 1.075
C: 1.613 4.416 1.231
C: 1.394 3.065 1.421
C: 3.210 -2.331 0.055
P: 1.690 -1.760 -0.856
C: 2.067 -2.224 -2.621
C: 1.953 -1.182 -3.716
C: 2.450 -1.660 -5.057
C: 2.748 -3.077 -5.342
C: 1.934 -3.963 -4.399
C: 2.054 -3.519 -2.971
C: 0.661 -3.291 -0.487
C: -0.555 -3.397 -1.157
C: -1.423 -4.453 -0.951
C: -1.102 -5.445 -0.038
C: 0.078 -5.338 0.674
C: 0.943 -4.278 0.455
H: 2.190 -2.389 1.970
H: 3.926 -2.720 2.033
H: 4.299 -0.256 1.472
H: 3.569 -0.597 3.070
H: -0.214 -0.930 2.924
H: -1.231 -0.766 5.159
H: -0.275 0.780 6.834
H: 1.739 2.089 6.277
H: 2.728 1.953 4.031
H: 4.581 1.962 1.339
H: 4.980 4.365 1.006
H: 3.087 5.938 0.897
H: 0.773 5.100 1.192
H: 0.379 2.696 1.520
H: 3.325 -3.400 -0.153
H: 4.055 -1.801 -0.381
H: 0.853 -1.122 -3.876
H: 2.954 -0.931 -5.677
H: 3.573 -3.404 -5.954
H: 2.045 -5.039 -4.520
H: 2.033 -4.296 -2.221
H: -0.820 -2.625 -1.867
H: -2.335 -4.513 -1.529
H: -1.763 -6.287 0.117
H: 0.344 -6.089 1.406
H: 1.852 -4.261 1.030
O: -1.659 -1.131 0.681
C: -2.634 -2.057 1.114
C: -4.002 -1.591 0.628
C: -4.068 -1.397 -0.903
C: -4.439 0.019 -1.217
C: -5.762 0.446 -1.114
C: -6.056 1.782 -1.314
C: -5.024 2.652 -1.634
C: -3.746 2.135 -1.741
N: -3.460 0.858 -1.532
H: -0.784 -1.387 1.003
H: -2.640 -2.112 2.213
H: -2.404 -3.051 0.717
H: -4.219 -0.639 1.118
H: -4.743 -2.321 0.961
H: -4.798 -2.076 -1.346
H: -3.095 -1.593 -1.354
H: -6.537 -0.264 -0.864
H: -7.066 2.148 -1.201
H: -5.206 3.706 -1.778
H: -2.906 2.770 -1.992
Cl: 3.187 0.478 -0.780
C: 2.246 0.269 -3.441
C: 1.161 1.011 -2.955
C: 1.359 2.361 -2.720
Cl: 0.012 3.209 -2.072
C: 2.543 3.023 -2.989
Cl: 2.711 4.717 -2.718
C: 3.601 2.274 -3.490
Cl: 5.103 3.049 -3.806
C: 3.453 0.904 -3.701
Cl: 4.841 0.016 -4.216
O: -1.656 -1.145 -3.515
N: -0.753 -1.597 -4.355
C: -0.508 -2.903 -4.452
C: -1.397 -3.918 -4.040
N: -2.225 -4.693 -3.844
C: 0.730 -3.275 -5.030
N: 1.522 -2.460 -5.880
Te: -2.227 1.550 1.780
C: -2.519 3.272 2.970
C: -1.600 3.577 3.966
C: -1.784 4.659 4.802
C: -2.901 5.466 4.662
C: -3.823 5.177 3.670
C: -3.630 4.093 2.835
H: -0.729 2.952 4.088
H: -1.053 4.874 5.569
H: -3.053 6.309 5.322
H: -4.695 5.806 3.545
H: -4.363 3.874 2.069

No. 2
Molecular formula: C50H42O5PV
Method: DFT, ωB97M-V/def2-TZVPD

Summary:
HOMO = -0.4977 hartree
orbital gap = 6.301 eV
net charge = +2

Geometry (Å):
V: -0.672 0.157 -0.260
C: -3.739 -2.256 -4.085
C: -2.311 -2.608 -3.708
C: -1.820 -3.839 -4.447
O: -2.219 -2.754 -2.289
C: -0.842 -2.644 -2.013
C: -0.401 -1.496 -2.992
O: -1.435 -1.487 -3.957
C: -0.116 -0.013 -2.592
O: 0.689 0.029 -1.372
C: 0.699 0.622 -3.711
C: 2.083 0.691 -3.603
C: 2.827 1.221 -4.650
C: 2.195 1.671 -5.799
C: 0.812 1.594 -5.904
C: 0.062 1.074 -4.861
C: -1.323 0.951 -2.274
C: -0.930 2.264 -1.922
C: -1.876 3.260 -1.745
C: -3.226 2.961 -1.907
C: -3.623 1.668 -2.212
C: -2.682 0.661 -2.390
C: -0.567 -2.733 -0.501
O: -0.949 -1.422 0.144
C: -1.487 -3.767 0.120
C: -1.135 -5.108 -0.001
C: -1.972 -6.095 0.494
C: -3.160 -5.751 1.123
C: -3.512 -4.415 1.243
C: -2.683 -3.424 0.736
C: 0.892 -2.999 -0.176
C: 1.227 -3.286 1.147
C: 2.525 -3.623 1.493
C: 3.509 -3.696 0.514
C: 3.189 -3.412 -0.804
C: 1.889 -3.055 -1.145
H: -4.410 -2.523 -3.271
H: -4.054 -2.796 -4.975
H: -3.834 -1.193 -4.300
H: -2.448 -4.692 -4.191
H: -0.782 -4.090 -4.234
H: -1.899 -3.659 -5.518
H: -0.332 -3.543 -2.376
H: 0.534 -1.809 -3.465
H: 2.579 0.347 -2.705
H: 3.904 1.282 -4.565
H: 2.776 2.082 -6.612
H: 0.315 1.943 -6.800
H: -1.016 1.014 -4.950
H: 0.127 2.508 -1.887
H: -1.561 4.270 -1.520
H: -3.969 3.739 -1.793
H: -4.674 1.433 -2.314
H: -2.997 -0.347 -2.591
H: -0.201 -5.390 -0.472
H: -1.691 -7.135 0.395
H: -3.809 -6.522 1.516
H: -4.440 -4.140 1.727
H: -2.984 -2.388 0.813
H: 0.455 -3.285 1.906
H: 2.760 -3.859 2.522
H: 4.517 -3.990 0.777
H: 3.943 -3.482 -1.577
H: 1.676 -2.858 -2.186
O: -2.515 0.902 0.478
C: -1.551 1.395 1.010
C: -1.142 2.383 1.958
C: -1.956 3.314 2.607
C: -1.352 4.176 3.499
C: 0.023 4.088 3.744
C: 0.822 3.144 3.112
C: 0.235 2.287 2.194
P: 0.980 0.820 1.398
C: 1.175 -0.332 2.768
C: 0.056 -0.981 3.288
C: 0.191 -1.812 4.386
C: 1.441 -1.995 4.968
C: 2.553 -1.344 4.455
C: 2.426 -0.510 3.353
C: 2.565 1.212 0.690
C: 3.009 2.521 0.521
C: 4.236 2.753 -0.084
C: 5.007 1.685 -0.518
C: 4.556 0.378 -0.360
C: 3.332 0.138 0.237
H: -3.019 3.355 2.409
H: -1.939 4.920 4.020
H: 0.474 4.767 4.456
H: 1.876 3.079 3.348
H: -0.925 -0.866 2.839
H: -0.676 -2.321 4.785
H: 1.546 -2.646 5.826
H: 3.524 -1.483 4.912
H: 3.300 -0.012 2.954
H: 2.407 3.362 0.842
H: 4.589 3.767 -0.214
H: 5.966 1.870 -0.983
H: 5.158 -0.453 -0.703
H: 2.981 -0.880 0.352

No. 3
Molecular formula: C50H43AsCsN5O3STe
Method: DFT, ωB97M-V/def2-TZVPD

Summary:
HOMO = -0.0377 hartree
orbital gap = 3.608 eV
ΔE to the lowest compared entry with this formula, charge and spin = 56.2 kcal per mole
net charge = -2

Geometry (Å):
Cs: -0.419 -0.351 0.132
O: -4.510 1.550 -1.409
C: -5.381 0.528 -1.319
C: -6.677 0.738 -1.798
C: -7.623 -0.267 -1.731
C: -7.293 -1.502 -1.181
C: -6.007 -1.709 -0.707
C: -5.026 -0.723 -0.767
C: -3.623 -0.989 -0.270
O: -2.750 -0.060 -0.509
N: -3.445 -2.120 0.343
N: -2.121 -2.314 0.794
C: -2.020 -3.307 1.595
C: -0.816 -3.767 2.282
C: -0.980 -4.844 3.161
C: 0.061 -5.368 3.904
C: 1.329 -4.784 3.752
C: 1.542 -3.727 2.904
C: 0.482 -3.150 2.125
O: 0.667 -2.165 1.356
H: -3.628 1.133 -1.090
H: -6.903 1.704 -2.232
H: -8.622 -0.091 -2.114
H: -8.030 -2.293 -1.121
H: -5.717 -2.658 -0.274
H: -2.936 -3.867 1.823
H: -1.975 -5.273 3.254
H: -0.098 -6.203 4.574
H: 2.171 -5.183 4.313
H: 2.525 -3.293 2.765
C: -5.284 -0.090 -5.304
C: -4.766 -0.984 -4.376
C: -3.526 -0.744 -3.804
C: -2.786 0.387 -4.151
C: -3.313 1.279 -5.074
C: -4.556 1.038 -5.650
As: -1.105 0.574 -3.158
C: -0.001 -0.552 -4.310
C: 0.038 -0.441 -5.700
C: 0.872 -1.265 -6.440
C: 1.676 -2.205 -5.797
C: 1.627 -2.334 -4.420
C: 0.778 -1.514 -3.679
C: -0.566 2.356 -3.783
C: -1.357 3.421 -3.349
C: -1.001 4.733 -3.631
C: 0.166 5.000 -4.337
C: 0.965 3.947 -4.758
C: 0.599 2.633 -4.489
H: -6.262 -0.263 -5.738
H: -5.337 -1.851 -4.067
H: -3.148 -1.430 -3.052
H: -2.765 2.173 -5.345
H: -4.959 1.747 -6.365
H: -0.585 0.291 -6.203
H: 0.901 -1.172 -7.520
H: 2.340 -2.837 -6.375
H: 2.250 -3.045 -3.890
H: 0.757 -1.659 -2.603
H: -2.262 3.225 -2.783
H: -1.631 5.545 -3.288
H: 0.455 6.023 -4.547
H: 1.887 4.144 -5.293
H: 1.244 1.823 -4.808
C: 4.798 4.602 -2.659
C: 3.718 3.647 -2.233
C: 2.579 4.087 -1.571
C: 1.609 3.161 -1.214
N: 1.703 1.861 -1.463
C: 2.798 1.433 -2.092
C: 3.817 2.287 -2.490
H: 4.554 5.627 -2.376
H: 4.938 4.573 -3.741
H: 5.754 4.341 -2.200
H: 2.436 5.138 -1.346
H: 0.703 3.487 -0.711
H: 2.866 0.361 -2.251
H: 4.687 1.875 -2.990
N: 1.681 5.363 5.780
C: 0.838 5.707 4.785
S: 0.174 7.195 4.663
C: 0.586 4.600 3.786
C: -0.503 4.676 2.930
C: -0.720 3.626 2.046
N: 0.068 2.561 1.975
C: 1.116 2.496 2.784
C: 1.417 3.491 3.706
H: 1.786 6.025 6.531
H: 1.826 4.394 6.009
H: -1.170 5.524 2.960
H: -1.569 3.648 1.370
H: 1.746 1.619 2.687
H: 2.314 3.379 4.299
Te: 3.177 -2.126 -0.718
C: 4.540 -2.963 -2.135
C: 5.063 -2.272 -3.237
C: 5.917 -2.873 -4.152
C: 6.291 -4.204 -4.003
C: 5.786 -4.912 -2.917
C: 4.932 -4.305 -2.009
H: 4.783 -1.234 -3.384
H: 6.291 -2.297 -4.993
H: 6.954 -4.679 -4.717
H: 6.058 -5.954 -2.777
H: 4.543 -4.876 -1.174

No. 4
Molecular formula: C50H43BFN6NiO3P2Te
Method: DFT, ωB97M-V/def2-TZVPD

Summary:
HOMO (alpha / beta) = -0.1506 / -0.1272 hartree
orbital gap (alpha / beta) = 6.248 / 4.884 eV
multiplicity = 3
ΔE to the lowest compared entry with this formula, charge and spin = 48.0 kcal per mole
net charge = -1

Geometry (Å):
Ni: 1.194 -0.501 0.512
Te: -0.746 3.842 -2.098
C: -0.941 3.593 -4.207
C: -0.319 4.476 -5.086
C: -0.348 4.208 -6.445
N: -0.958 3.151 -6.976
C: -1.572 2.324 -6.131
C: -1.593 2.497 -4.756
C: -0.587 1.755 -1.725
P: 1.017 1.105 -1.144
C: 1.925 2.616 -0.647
C: 1.433 3.269 0.488
C: 2.080 4.374 1.010
C: 3.241 4.842 0.405
C: 3.748 4.190 -0.707
C: 3.100 3.076 -1.228
C: 1.802 0.722 -2.767
C: 2.318 -0.556 -2.961
C: 2.817 -0.930 -4.203
C: 2.793 -0.033 -5.259
C: 2.294 1.252 -5.070
C: 1.809 1.627 -3.829
P: -2.034 0.909 -1.191
C: -2.294 -0.497 -2.322
C: -1.375 -0.813 -3.319
C: -1.631 -1.847 -4.208
C: -2.803 -2.581 -4.104
C: -3.704 -2.299 -3.086
C: -3.449 -1.271 -2.192
C: -3.481 1.978 -1.497
C: -4.471 1.788 -2.457
C: -5.593 2.606 -2.475
C: -5.750 3.612 -1.536
C: -4.775 3.802 -0.564
C: -3.661 2.986 -0.543
H: 0.209 5.344 -4.709
H: 0.162 4.860 -7.148
H: -2.065 1.470 -6.584
H: -2.090 1.779 -4.119
H: 0.553 2.862 0.979
H: 1.690 4.871 1.890
H: 3.757 5.704 0.811
H: 4.657 4.550 -1.174
H: 3.525 2.558 -2.077
H: 2.313 -1.247 -2.124
H: 3.213 -1.928 -4.350
H: 3.171 -0.326 -6.231
H: 2.281 1.959 -5.892
H: 1.437 2.632 -3.679
H: -0.462 -0.239 -3.407
H: -0.912 -2.067 -4.987
H: -3.014 -3.370 -4.816
H: -4.615 -2.880 -2.997
H: -4.133 -1.058 -1.379
H: -4.362 1.011 -3.202
H: -6.353 2.450 -3.232
H: -6.630 4.244 -1.556
H: -4.892 4.574 0.187
H: -2.913 3.098 0.235
B: 3.830 -2.900 0.708
N: 4.075 -1.366 0.704
C: 5.306 -0.832 0.762
C: 5.191 0.518 1.032
C: 3.813 0.728 1.122
N: 3.155 -0.412 0.915
N: 2.548 -3.278 -0.077
C: 2.307 -4.482 -0.620
C: 0.987 -4.523 -1.027
C: 0.484 -3.264 -0.684
N: 1.437 -2.530 -0.108
H: 4.779 -3.423 0.176
H: 3.688 -3.262 1.858
H: 6.177 -1.449 0.619
H: 5.977 1.243 1.156
H: 3.288 1.643 1.333
H: 3.085 -5.224 -0.690
H: 0.463 -5.345 -1.483
H: -0.498 -2.852 -0.844
C: -2.165 -4.701 4.941
C: -2.006 -3.405 5.737
C: -1.207 -3.681 7.005
C: -0.984 -2.390 7.778
C: -0.227 -1.432 6.900
C: 0.665 -0.523 7.433
C: 1.344 0.351 6.597
F: 2.191 1.241 7.157
C: 1.174 0.327 5.240
C: 0.272 -0.586 4.685
C: 0.035 -0.538 3.235
O: 0.744 0.158 2.509
C: -1.106 -1.311 2.801
C: -1.712 -2.170 3.649
N: -1.337 -2.363 4.944
C: -0.430 -1.477 5.511
C: -1.660 -1.118 1.419
O: -2.890 -1.133 1.267
O: -0.820 -0.908 0.483
H: -2.425 -5.510 5.623
H: -1.230 -4.957 4.441
H: -2.950 -4.637 4.190
H: -3.001 -3.039 6.020
H: -0.243 -4.116 6.726
H: -1.747 -4.409 7.610
H: -0.431 -2.571 8.701
H: -1.954 -1.962 8.053
H: 0.833 -0.485 8.502
H: 1.712 0.988 4.575
H: -2.548 -2.756 3.298

Question: Which value of net charge does entry 4 give?
Answer: -1